No. 1
# C42H49Ge2IMnN4OSSi

C42H49Ge2IMnN4OSSi as an isolated structure at a distorted geometry (ωB97M-V/def2-TZVPD, the OMol25 dataset).

Properties
**Frontier orbital gap (alpha / beta)**: 6.6 / 5.0 eV
**⟨S²⟩**: 8.9427
**Total energy**: -8213.8935 a.u.

Geometry as ORCA input:
```
! RIJCOSX wB97M-V def2-TZVPD def2/J DEFGRID3
* xyz 2 6
Mn 0.002 -0.107 0.049
C 0.275 4.648 -0.477
Si 0.770 2.828 -0.684
C 1.695 2.229 0.905
C 2.008 2.624 -2.120
N -0.498 1.571 -0.752
C -1.818 1.755 -1.017
C -2.331 2.905 -1.639
C -3.686 3.075 -1.819
C -4.586 2.100 -1.410
C -4.118 0.931 -0.825
C -2.760 0.756 -0.629
O -2.190 -0.394 -0.100
C -2.936 -1.354 0.581
C -3.827 -1.032 1.599
C -4.467 -2.052 2.282
C -4.199 -3.377 1.979
C -3.285 -3.690 0.986
C -2.654 -2.683 0.281
H 1.093 5.168 0.015
H -0.620 4.804 0.117
H 0.129 5.129 -1.438
H 2.713 2.597 0.915
H 1.751 1.120 0.948
H 1.223 2.582 1.817
H 2.870 3.260 -1.945
H 1.586 2.912 -3.076
H 2.369 1.599 -2.210
H -1.637 3.649 -1.989
H -4.047 3.975 -2.289
H -5.645 2.246 -1.548
H -4.809 0.153 -0.532
H -4.004 0.001 1.853
H -5.169 -1.805 3.062
H -4.698 -4.164 2.519
H -3.062 -4.722 0.763
H -1.951 -2.912 -0.508
C 2.346 -2.193 -5.088
Ge 2.558 -1.802 -3.139
C 4.126 -0.644 -2.688
C 2.962 -3.540 -2.219
Ge 0.277 -0.497 -2.501
C -1.171 -1.842 -2.890
C -0.753 -3.159 -3.076
C -1.618 -4.135 -3.537
C -2.939 -3.814 -3.798
C -3.384 -2.523 -3.573
C -2.512 -1.546 -3.124
C 0.043 0.802 -3.998
C -1.184 1.394 -4.283
C -1.342 2.208 -5.390
C -0.275 2.440 -6.242
C 0.959 1.878 -5.962
C 1.116 1.080 -4.843
H 3.278 -2.637 -5.431
H 2.145 -1.309 -5.680
H 1.544 -2.905 -5.253
H 5.005 -1.279 -2.775
H 4.069 -0.280 -1.663
H 4.244 0.201 -3.359
H 3.595 -4.089 -2.912
H 2.103 -4.159 -1.986
H 3.525 -3.367 -1.305
H 0.279 -3.422 -2.884
H -1.260 -5.142 -3.695
H -3.613 -4.568 -4.173
H -4.420 -2.275 -3.751
H -2.888 -0.546 -2.962
H -2.030 1.228 -3.634
H -2.302 2.659 -5.593
H -0.402 3.055 -7.119
H 1.801 2.074 -6.609
H 2.094 0.669 -4.623
N 2.962 -1.837 2.281
C 2.171 -2.657 1.563
S 1.306 -1.981 0.262
N 2.155 -3.941 1.901
C 1.371 -5.037 1.488
C 1.509 -6.205 2.238
C 0.761 -7.325 1.929
C -0.127 -7.296 0.864
C -0.252 -6.142 0.112
C 0.491 -5.015 0.414
H 3.066 -0.882 1.979
H 3.666 -2.191 2.911
H 2.784 -4.193 2.659
H 2.202 -6.238 3.067
H 0.863 -8.221 2.519
H -0.711 -8.169 0.621
H -0.934 -6.111 -0.723
H 0.378 -4.135 -0.193
I -2.192 2.920 2.131
C -1.054 1.420 3.084
C -0.825 1.580 4.445
C -0.208 0.557 5.139
C 0.105 -0.608 4.452
C -0.146 -0.660 3.095
N -0.675 0.348 2.388
H -1.133 2.486 4.944
H -0.004 0.661 6.191
H 0.534 -1.457 4.958
H 0.049 -1.567 2.536
*
```

Atomic partial charges in e from the Löwdin method, atoms 1 to 99: 0.4865, -0.1625, 0.4985, -0.1546, -0.1477, -0.1600, -0.4057, -0.0523, -0.0505, -0.0290, -0.0061, -0.2460, -0.1126, -0.2528, -0.0182, -0.0488, -0.0597, -0.0513, 0.0003, 0.0460, -0.0069, 0.0372, 0.0418, -0.0199, 0.0201, 0.0482, 0.0289, -0.0062, 0.1046, 0.1199, 0.1210, 0.1294, 0.1082, 0.1165, 0.1131, 0.1066, 0.0963, -0.2015, 0.8053, -0.2360, -0.2433, 0.9863, -0.3281, -0.1522, -0.0687, -0.0563, -0.0526, -0.1060, -0.3382, -0.1149, -0.0587, -0.0568, -0.0622, -0.1679, 0.0309, 0.0047, 0.0215, 0.0250, 0.0079, 0.0148, 0.0308, -0.0099, 0.0048, 0.0484, 0.1121, 0.1144, 0.1145, 0.0831, 0.0753, 0.1118, 0.1136, 0.1150, 0.0682, 0.1380, -0.7074, 0.7209, 0.1071, -0.2237, -0.0141, -0.0521, -0.0577, -0.0659, -0.0582, 0.1007, 0.1301, 0.1620, 0.1177, 0.1176, 0.1151, 0.1070, 0.0200, 1.1155, -0.7194, -0.1140, -0.0241, -0.0312, -0.1539, -0.0024, 0.1012

No. 2
# C6H10O

One molecule with the formula C6H10O at a distorted geometry (ωB97M-V/def2-TZVPD, the OMol25 dataset).

Properties
**Frontier orbital gap**: 10.2 eV
**SMILES**: CO[C@@H]1[C@@H]2CC[C@@H]21
**Total energy**: -309.7659 a.u.

Geometry as ORCA input:
```
! RIJCOSX wB97M-V def2-TZVPD def2/J DEFGRID3
* xyz 0 1
C -0.864 -1.030 1.951
O 0.263 -0.429 1.352
C -0.037 0.739 0.664
C 0.827 1.207 -0.439
C 1.379 0.009 -1.217
C -0.071 -0.439 -1.558
C -0.577 0.758 -0.770
H -0.517 -1.950 2.431
H -1.633 -1.281 1.207
H -1.319 -0.381 2.716
H -0.397 1.552 1.319
H 1.245 2.204 -0.439
H 1.936 0.319 -2.102
H 1.981 -0.693 -0.632
H -0.281 -0.414 -2.633
H -0.394 -1.406 -1.163
H -1.541 1.233 -0.686
*
```

The net atomic charges from Löwdin, expressed in e, are: -0.0966, -0.1421, -0.3017, -0.1631, -0.1156, -0.1219, -0.1598, 0.0899, 0.0900, 0.0884, 0.1586, 0.1280, 0.1060, 0.1078, 0.1064, 0.1012, 0.1244

No. 3
# C11H25N5O4P

A 2-piece molecular cluster, C11H25N5O4P overall at a distorted geometry (ωB97M-V/def2-TZVPD, the OMol25 dataset).

Properties
**Frontier orbital gap**: 9.9 eV
**Total energy**: -1350.0937 a.u.

Geometry as ORCA input:
```
! RIJCOSX wB97M-V def2-TZVPD def2/J DEFGRID3
* xyz 1 1
C -0.464 5.896 0.211
C -0.317 4.418 0.554
O -1.585 3.905 1.036
P -1.997 2.392 0.823
O -2.933 1.915 1.845
C -0.494 1.386 0.877
C -0.949 -0.081 1.005
N -0.072 -1.016 0.308
C -0.427 -1.629 -0.800
N -1.604 -1.518 -1.456
C -1.499 -2.326 -2.477
N -0.327 -2.942 -2.525
N 0.376 -2.496 -1.446
O -2.628 2.222 -0.628
C -1.891 2.341 -1.853
C -1.796 3.782 -2.366
H -0.069 6.119 -0.776
H -0.008 6.529 0.966
H -1.527 6.139 0.191
H 0.034 3.848 -0.304
H 0.402 4.290 1.362
H 0.070 1.705 1.752
H 0.153 1.512 0.010
H -1.955 -0.200 0.609
H -1.010 -0.361 2.053
H 0.854 -1.227 0.672
H -2.287 -2.476 -3.196
H 0.012 -3.597 -3.209
H 1.319 -2.765 -1.192
H -0.905 1.883 -1.771
H -2.446 1.741 -2.571
H -2.293 3.872 -3.330
H -2.230 4.482 -1.659
H -0.755 4.054 -2.542
C 2.874 -2.894 1.506
O 2.334 -2.246 0.600
N 2.659 -4.197 1.678
C 3.276 -4.995 2.724
C 1.732 -4.772 0.723
H 3.577 -2.442 2.214
H 3.867 -5.799 2.286
H 2.511 -5.426 3.369
H 3.928 -4.365 3.323
H 2.143 -4.612 -0.277
H 0.796 -4.216 0.807
H 1.553 -5.831 0.879
*
```

The net atomic charges from Löwdin, expressed in e, are: -0.0572, -0.2624, -0.1890, 0.4458, -0.2352, -0.1851, -0.1762, 0.1045, -0.3356, 0.1870, -0.1031, 0.1004, 0.1458, -0.1826, -0.2558, -0.0557, 0.0749, 0.0772, 0.0847, 0.0908, 0.1184, 0.1039, 0.0822, 0.1059, 0.1316, 0.1084, 0.1496, 0.1812, 0.1404, 0.0933, 0.1141, 0.0783, 0.0776, 0.0742, -0.2764, -0.0583, -0.1717, -0.0208, -0.0308, 0.1524, 0.0991, 0.0993, 0.0935, 0.0880, 0.0915, 0.1018

No. 4
# C27H33Cl3N4NiOSi4

C27H33Cl3N4NiOSi4 as an isolated structure (ωB97M-V/def2-TZVPD, the OMol25 dataset).

Properties
**Frontier orbital gap**: 6.4 eV
**Total energy**: -5390.0048 a.u.

Geometry as ORCA input:
```
! RIJCOSX wB97M-V def2-TZVPD def2/J DEFGRID3
* xyz -2 1
Ni 0.460 -0.349 -1.308
C -0.686 -2.872 -2.925
Si -1.640 -2.294 -1.417
C -2.533 -3.893 -0.893
C -3.032 -1.192 -2.048
C -0.688 -1.371 -0.021
C -1.850 -0.661 0.621
C -2.802 -1.329 1.425
C -3.920 -0.672 1.885
C -4.109 0.668 1.558
C -3.131 1.268 0.790
N -2.054 0.629 0.344
Si 0.323 -2.360 1.231
C -0.353 -2.258 3.015
C 2.114 -1.799 1.412
C 0.390 -4.226 0.941
H -1.419 -3.407 -3.546
H 0.116 -3.573 -2.687
H -0.280 -2.055 -3.523
H -3.250 -4.131 -1.688
H -3.094 -3.814 0.042
H -1.838 -4.731 -0.808
H -3.467 -1.676 -2.930
H -2.652 -0.214 -2.347
H -3.829 -1.060 -1.307
H -2.653 -2.372 1.663
H -4.649 -1.199 2.491
H -4.974 1.226 1.892
H -3.195 2.318 0.516
H -0.733 -1.276 3.305
H 0.474 -2.512 3.688
H -1.146 -2.991 3.189
H 2.271 -0.766 1.095
H 2.787 -2.423 0.822
H 2.420 -1.887 2.461
H -0.584 -4.687 1.127
H 1.108 -4.652 1.653
H 0.724 -4.491 -0.064
C 4.046 4.266 -0.662
C 4.051 3.043 -0.002
C 2.892 2.284 0.062
C 1.695 2.715 -0.517
C 1.717 3.943 -1.183
C 2.874 4.713 -1.258
Si 0.076 1.692 -0.310
C -0.088 2.023 1.572
C 0.408 1.179 2.565
C 0.289 1.485 3.918
C -0.332 2.660 4.316
C -0.823 3.527 3.345
C -0.698 3.210 1.999
H 4.955 4.853 -0.734
H 4.968 2.665 0.437
H 2.929 1.317 0.559
H 0.810 4.301 -1.666
H 2.864 5.657 -1.795
H -0.890 2.653 -0.938
H 0.900 0.256 2.282
H 0.681 0.797 4.659
H -0.431 2.902 5.368
H -1.304 4.454 3.640
H -1.079 3.903 1.255
O -0.606 0.502 -3.443
N 0.543 0.721 -2.988
C 1.331 1.535 -3.686
C 0.820 2.170 -4.857
N 0.406 2.684 -5.801
C 2.708 1.713 -3.372
N 3.834 1.917 -3.243
Cl 4.233 -1.117 -1.360
Si 2.315 -1.797 -2.001
Cl 2.656 -3.932 -1.686
Cl 2.624 -1.812 -4.133
*
```

The net atomic charges from Löwdin, expressed in e, are: -0.0124, -0.2203, 0.4662, -0.1849, -0.1688, -0.4015, -0.4159, -0.0749, -0.0773, -0.0821, -0.1410, 0.0219, 0.4547, -0.1905, -0.2256, -0.2061, 0.0341, -0.0204, -0.0092, 0.0225, 0.0111, 0.0119, 0.0300, 0.0195, 0.0260, 0.0864, 0.0972, 0.0866, 0.1072, 0.0136, 0.0228, 0.0170, -0.0138, -0.0223, 0.0283, 0.0117, 0.0298, -0.0370, -0.1275, -0.1079, -0.1189, -0.3220, -0.1356, -0.1180, 0.7005, -0.2798, -0.0974, -0.1006, -0.1249, -0.1132, -0.1221, 0.0846, 0.0930, 0.0785, 0.0870, 0.0866, -0.0023, 0.0616, 0.0943, 0.0831, 0.0864, 0.0904, -0.1140, -0.1984, -0.3148, -0.2011, 0.1238, -0.2323, 0.1791, 0.1026, -0.4008, 0.0942, 0.0915

No. 5
# C5H7N

One molecule with the formula C5H7N at a distorted geometry (ωB97M-V/def2-TZVPD, the OMol25 dataset).

Properties
**Frontier orbital gap**: 8.8 eV
**Total energy**: -249.3487 a.u.

Geometry as ORCA input:
```
! RIJCOSX wB97M-V def2-TZVPD def2/J DEFGRID3
* xyz 0 1
C -0.896 -0.607 1.470
C -0.087 -0.116 0.315
C 1.236 -0.020 0.082
C 1.481 0.533 -1.243
C 0.360 0.858 -1.952
N -0.710 0.394 -0.887
H -1.547 0.175 1.886
H -1.535 -1.458 1.200
H -0.227 -0.938 2.270
H 1.998 -0.324 0.793
H 2.480 0.682 -1.639
H -1.144 -0.299 -1.522
H -1.409 1.119 -0.771
*
```

The net atomic charges from Löwdin, expressed in e, are: -0.0502, -0.3220, -0.0540, -0.2113, -0.0671, -0.0126, 0.0771, 0.0776, 0.0804, 0.1090, 0.0676, 0.1564, 0.1491

Q: What is the total energy in the second record?
A: -309.7659 a.u.

Q: Which of these has the lowest total energy?
A: C42H49Ge2IMnN4OSSi